{"formula": "C45H61BGeN11O2RhSeTe", "method": "ωB97M-V/def2-TZVPD", "fmax_ev_per_a": 1.455, "homo_lumo_gap_ev": [8.534, 4.847], "spin_multiplicity": 5, "charge": 2, "s_squared": 6.0204, "species": ["Rh", "C", "C", "C", "C", "N", "N", "B", "N", "C", "C", "C", "C", "N", "N", "C", "C", "C", "C", "N", "N", "C", "C", "C", "C", "N", "H", "H", "H", "H", "H", "H", "H", "H", "H", "H", "H", "H", "H", "H", "H", "H", "H", "H", "H", "H", "N", "C", "N", "O", "H", "H", "H", "H", "C", "Ge", "C", "C", "C", "Se", "C", "H", "H", "H", "H", "H", "H", "H", "H", "H", "H", "H", "H", "H", "H", "C", "C", "C", "C", "C", "C", "Te", "N", "C", "O", "C", "C", "C", "C", "C", "C", "C", "C", "C", "C", "C", "C", "C", "C", "C", "C", "H", "H", "H", "H", "H", "H", "H", "H", "H", "H", "H", "H", "H", "H", "H", "H", "H", "H", "H", "H", "H", "H", "H"], "xyz": [[-0.587, 0.041, -0.137], [-0.991, -3.221, 1.832], [-1.025, -3.129, 0.338], [-0.973, -4.234, -0.509], [-1.143, -3.731, -1.784], [-1.300, -2.413, -1.689], [-1.196, -2.005, -0.393], [-1.534, -1.427, -2.859], [-0.102, -0.909, -3.236], [0.583, -0.852, -4.395], [1.713, -0.091, -4.194], [1.646, 0.302, -2.847], [2.542, 1.261, -2.122], [0.565, -0.225, -2.269], [-2.357, -0.147, -2.410], [-3.204, 0.483, -3.247], [-3.134, 1.832, -3.015], [-2.179, 2.000, -1.999], [-1.635, 3.319, -1.542], [-1.758, 0.787, -1.611], [-2.275, -2.084, -3.999], [-2.341, -1.715, -5.311], [-3.305, -2.467, -5.907], [-3.819, -3.290, -4.871], [-4.901, -4.325, -4.965], [-3.208, -3.054, -3.722], [-1.781, -2.631, 2.291], [-0.034, -2.908, 2.253], [-1.155, -4.259, 2.115], [-0.877, -5.272, -0.220], [-1.165, -4.231, -2.740], [0.222, -1.351, -5.287], [2.479, 0.158, -4.920], [2.994, 1.953, -2.831], [3.365, 0.761, -1.596], [1.973, 1.834, -1.390], [-3.804, -0.071, -3.955], [-3.667, 2.615, -3.538], [-1.920, 3.586, -0.525], [-2.004, 4.098, -2.210], [-0.546, 3.312, -1.580], [-1.711, -0.936, -5.725], [-3.614, -2.441, -6.943], [-5.216, -4.459, -5.999], [-5.770, -4.033, -4.376], [-4.551, -5.283, -4.582], [-1.046, -0.182, 3.151], [0.224, -0.381, 2.768], [1.155, -0.421, 3.733], [0.583, -0.560, 1.565], [-1.311, -0.112, 4.118], [-1.759, -0.234, 2.459], [0.938, -0.219, 4.693], [2.121, -0.438, 3.463], [5.122, -4.169, -1.199], [3.797, -4.878, 0.036], [4.553, -5.557, 1.681], [2.598, -6.099, -0.868], [2.548, -3.377, 0.680], [2.674, -1.777, -0.282], [4.346, -1.149, 0.441], [5.491, -4.999, -1.807], [5.977, -3.723, -0.686], [4.684, -3.430, -1.878], [5.177, -6.428, 1.467], [3.759, -5.861, 2.366], [5.172, -4.800, 2.167], [3.184, -6.829, -1.431], [1.959, -5.555, -1.569], [1.969, -6.634, -0.154], [2.747, -3.176, 1.738], [1.527, -3.743, 0.548], [4.991, -2.006, 0.616], [4.141, -0.617, 1.372], [4.795, -0.476, -0.284], [-9.268, 2.380, 4.128], [-7.900, 2.502, 3.503], [-6.755, 2.561, 4.285], [-5.483, 2.621, 3.726], [-4.293, 2.627, 4.670], [-5.376, 2.659, 2.332], [-3.446, 2.818, 1.417], [-0.326, 1.807, 0.497], [-0.164, 2.652, 1.468], [-1.107, 3.357, 2.000], [1.231, 2.891, 2.000], [2.305, 2.082, 1.631], [3.582, 2.356, 2.103], [3.792, 3.429, 2.965], [2.720, 4.224, 3.350], [1.443, 3.960, 2.863], [-3.694, 4.826, 0.832], [-4.031, 5.044, -0.501], [-4.316, 6.328, -0.935], [-4.264, 7.380, -0.029], [-3.910, 7.147, 1.292], [-3.609, 5.868, 1.758], [-3.212, 5.684, 3.206], [-6.511, 2.587, 1.501], [-6.469, 2.592, -0.017], [-7.753, 2.507, 2.117], [-9.243, 2.608, 5.194], [-9.645, 1.360, 4.011], [-9.984, 3.049, 3.646], [-6.853, 2.558, 5.369], [-4.197, 3.585, 5.182], [-3.352, 2.441, 4.153], [-4.418, 1.865, 5.440], [2.126, 1.238, 0.981], [4.427, 1.745, 1.791], [4.791, 3.650, 3.324], [2.877, 5.060, 4.026], [0.603, 4.586, 3.140], [-4.064, 4.218, -1.204], [-4.579, 6.503, -1.972], [-4.493, 8.389, -0.356], [-3.864, 7.977, 1.990], [-2.555, 6.492, 3.527], [-2.680, 4.749, 3.369], [-4.095, 5.703, 3.851], [-5.533, 2.204, -0.421], [-6.607, 3.605, -0.401], [-7.275, 1.975, -0.418], [-8.641, 2.440, 1.490]], "lowdin_spin": [1.012, 0.001, 0.008, 0.002, 0.009, -0.001, 0.008, 0.001, 0.006, 0.000, 0.004, 0.004, 0.000, 0.092, 0.001, -0.001, 0.001, 0.006, 0.011, 0.013, 0.000, 0.000, 0.000, 0.000, 0.000, 0.000, 0.000, 0.001, 0.000, 0.000, 0.000, 0.000, 0.001, 0.000, 0.000, 0.000, 0.000, 0.000, 0.006, 0.001, 0.000, 0.000, 0.000, 0.000, 0.000, 0.000, 0.010, 0.005, 0.000, 0.034, 0.000, 0.009, 0.000, 0.000, 0.008, 0.043, 0.013, 0.011, 0.123, 0.643, 0.055, 0.000, 0.000, 0.007, 0.003, 0.000, 0.000, 0.002, 0.000, 0.000, 0.016, 0.002, 0.006, 0.014, 0.002, 0.000, 0.000, 0.000, 0.004, 0.024, 0.073, 0.562, 0.664, 0.084, 0.176, 0.039, 0.004, 0.001, -0.004, 0.003, 0.004, 0.030, 0.015, 0.000, 0.003, 0.000, 0.007, 0.013, 0.020, 0.021, 0.005, 0.000, 0.000, 0.000, 0.000, 0.000, 0.019, 0.001, 0.004, 0.000, 0.000, 0.000, 0.001, 0.004, 0.000, 0.000, 0.000, 0.001, 0.009, 0.000, 0.015, 0.000, 0.001, 0.002]}



{"formula": "C45H64N12O2RbS", "method": "ωB97M-V/def2-TZVPD", "fmax_ev_per_a": 1.758, "homo_lumo_gap_ev": 5.357, "charge": -1, "species": ["Rb", "C", "C", "C", "C", "C", "C", "C", "N", "C", "C", "C", "C", "C", "C", "C", "C", "C", "C", "N", "C", "C", "C", "N", "C", "C", "C", "C", "C", "C", "C", "C", "C", "C", "C", "C", "C", "C", "N", "C", "C", "H", "H", "H", "H", "H", "H", "H", "H", "H", "H", "H", "H", "H", "H", "H", "H", "H", "H", "H", "H", "H", "H", "H", "H", "H", "H", "H", "H", "H", "H", "H", "H", "H", "H", "H", "H", "H", "H", "H", "H", "H", "H", "H", "H", "N", "C", "C", "C", "C", "N", "C", "N", "N", "C", "O", "O", "H", "H", "H", "H", "H", "H", "H", "H", "H", "H", "H", "H", "H", "H", "C", "C", "N", "N", "C", "S", "N", "N", "H", "H", "H", "H", "H", "H"], "xyz": [[-0.619, -0.176, 0.151], [5.611, -0.460, 3.342], [5.362, -0.651, 1.839], [4.169, 0.105, 1.344], [4.141, 1.300, 0.702], [5.301, 2.153, 0.290], [5.578, 2.087, -1.220], [2.719, 1.618, 0.494], [1.948, 0.611, 0.947], [2.767, -0.300, 1.515], [2.347, -1.450, 2.201], [1.038, -1.800, 2.577], [0.619, -3.122, 3.064], [1.527, -4.274, 3.372], [2.182, -4.140, 4.756], [-0.732, -3.060, 3.212], [-1.124, -1.698, 2.821], [-2.449, -1.235, 2.767], [-2.937, -0.017, 2.265], [-2.169, 0.967, 1.759], [-2.981, 1.938, 1.309], [-2.532, 3.123, 0.707], [-1.222, 3.459, 0.327], [-0.181, 2.591, 0.205], [0.930, 3.339, 0.001], [2.250, 2.853, 0.020], [0.579, 4.758, -0.088], [-0.767, 4.830, 0.093], [-1.623, 6.065, 0.130], [-2.376, 6.320, -1.184], [1.537, 5.901, -0.251], [2.064, 6.420, 1.097], [-4.384, 1.581, 1.576], [-4.357, 0.354, 2.163], [-5.513, -0.471, 2.639], [-5.693, -0.415, 4.164], [-5.578, 2.405, 1.205], [-5.922, 2.311, -0.289], [-0.030, -0.986, 2.478], [-1.661, -4.182, 3.564], [-2.139, -4.933, 2.309], [6.444, -1.079, 3.690], [4.719, -0.724, 3.915], [5.845, 0.586, 3.559], [5.231, -1.717, 1.632], [6.249, -0.338, 1.285], [6.195, 1.842, 0.835], [5.112, 3.192, 0.576], [5.787, 1.056, -1.524], [6.437, 2.709, -1.496], [4.706, 2.427, -1.786], [3.131, -2.151, 2.481], [2.309, -4.345, 2.612], [0.966, -5.211, 3.328], [2.731, -3.197, 4.826], [2.876, -4.963, 4.956], [1.417, -4.134, 5.536], [-3.202, -1.941, 3.110], [-3.275, 3.907, 0.592], [3.019, 3.581, -0.226], [-1.003, 6.936, 0.358], [-2.345, 5.977, 0.942], [-1.670, 6.465, -2.006], [-3.006, 7.212, -1.116], [-3.012, 5.467, -1.432], [1.046, 6.718, -0.788], [2.384, 5.592, -0.869], [1.236, 6.772, 1.718], [2.772, 7.244, 0.964], [2.563, 5.614, 1.641], [-5.370, -1.511, 2.329], [-6.431, -0.127, 2.157], [-4.784, -0.746, 4.671], [-6.523, -1.048, 4.493], [-5.893, 0.612, 4.483], [-5.394, 3.451, 1.465], [-6.440, 2.088, 1.795], [-5.068, 2.623, -0.894], [-6.779, 2.941, -0.544], [-6.158, 1.278, -0.559], [-2.530, -3.793, 4.103], [-1.161, -4.879, 4.240], [-2.581, -4.234, 1.594], [-2.880, -5.702, 2.555], [-1.291, -5.418, 1.816], [0.994, -2.328, -0.837], [0.315, -3.346, -1.624], [0.749, -4.785, -1.284], [0.296, -5.908, -2.231], [0.571, -5.604, -3.705], [-0.431, -4.683, -4.218], [-0.133, -3.753, -5.054], [-1.120, -2.908, -5.520], [1.125, -3.519, -5.566], [-1.195, -3.163, -1.454], [-1.967, -3.765, -2.351], [-1.664, -2.512, -0.547], [1.981, -2.527, -0.751], [0.623, -2.291, 0.107], [0.553, -3.154, -2.669], [0.435, -5.009, -0.258], [1.844, -4.771, -1.285], [-0.772, -6.115, -2.119], [0.830, -6.820, -1.949], [0.551, -6.534, -4.283], [1.595, -5.206, -3.778], [-1.410, -4.236, -3.048], [-1.977, -2.972, -4.989], [-0.827, -1.949, -5.664], [1.886, -3.920, -5.045], [1.303, -2.570, -5.865], [-0.555, 4.028, -3.554], [0.129, 2.944, -4.288], [0.496, 2.988, -5.531], [0.985, 1.731, -5.756], [0.933, 0.910, -4.698], [1.434, -0.691, -4.560], [0.395, 1.710, -3.751], [0.032, 1.248, -2.492], [-0.580, 4.915, -4.184], [-0.056, 4.253, -2.612], [-1.578, 3.727, -3.304], [1.393, 1.497, -6.638], [0.587, 0.420, -2.318], [0.172, 1.919, -1.720]], "lowdin_charge": [1.114, -0.093, -0.207, -0.144, -0.142, -0.205, -0.095, -0.248, 0.057, -0.256, 0.027, -0.282, -0.148, -0.207, -0.093, -0.138, -0.282, 0.040, -0.275, -0.043, -0.261, 0.045, -0.246, 0.021, -0.284, 0.036, -0.171, -0.154, -0.196, -0.095, -0.207, -0.091, -0.138, -0.137, -0.202, -0.095, -0.204, -0.093, -0.019, -0.196, -0.083, 0.063, 0.066, 0.072, 0.102, 0.097, 0.097, 0.103, 0.073, 0.063, 0.065, 0.094, 0.101, 0.098, 0.067, 0.064, 0.073, 0.097, 0.093, 0.089, 0.098, 0.105, 0.061, 0.065, 0.066, 0.101, 0.099, 0.070, 0.064, 0.074, 0.107, 0.097, 0.067, 0.063, 0.072, 0.103, 0.097, 0.064, 0.063, 0.074, 0.100, 0.099, 0.070, 0.065, 0.063, 0.025, -0.304, -0.127, -0.180, -0.219, 0.011, -0.542, 0.148, 0.114, -0.491, 0.093, -0.031, 0.086, 0.008, 0.113, 0.117, 0.115, 0.112, 0.109, 0.115, 0.102, 0.032, 0.097, 0.055, 0.073, -0.029, 0.012, -0.324, 0.113, 0.009, -0.770, 0.662, -0.076, 0.113, 0.086, 0.070, 0.099, 0.139, 0.020, 0.054]}



Q: The highest charge belongs to which entry?
A: C45H61BGeN11O2RhSeTe



Q: Which value of charge does entry 1 give?
A: +2